ORCA calculation (ωB97M-V/def2-TZVPD) on a molecular structure, C19H31N2PtS2Te at a distorted geometry.

Results
max |F| = 1.182 eV/A
⟨S²⟩ = 6.026
DFT total energy = -55390.0392 eV
highest occupied orbital energy (alpha / beta) = -9.93 / -11.35 eV

ORCA input file:
```
! RIJCOSX wB97M-V def2-TZVPD def2/J DEFGRID3
* xyz 1 5
Pt 0.58842 0.90655 -0.15577
C -0.99807 4.37265 -3.05671
C -0.68605 3.46414 -1.90832
S 0.05016 1.98627 -2.34512
C -1.01704 3.79159 -0.60849
C -1.54731 5.14224 -0.25203
S -0.87401 2.72421 0.72403
H -0.61926 3.95422 -3.98601
H -0.56153 5.35901 -2.91402
H -2.07694 4.49739 -3.15217
H -1.85968 5.69818 -1.12753
H -0.76566 5.71806 0.24429
H -2.38826 5.06509 0.43192
C -6.21664 -3.86427 0.06667
C -4.98205 -3.03552 -0.04478
C -4.20365 -2.72518 1.06684
C -2.98087 -2.08862 0.94203
C -2.17550 -1.74188 2.15414
C -2.52233 -1.77132 -0.34350
Te -0.44753 -1.45785 -0.67078
C -3.35260 -1.93739 -1.45824
C -2.95966 -1.48027 -2.82500
C -4.57006 -2.57363 -1.28856
H -6.42524 -4.12049 1.10102
H -6.08929 -4.78596 -0.50248
H -7.07004 -3.33799 -0.35627
H -4.54498 -3.02260 2.04747
H -2.68530 -2.06167 3.05799
H -2.02042 -0.66270 2.20794
H -1.19436 -2.21854 2.11537
H -2.17993 -0.71950 -2.77972
H -3.82205 -1.06517 -3.34140
H -2.59789 -2.32212 -3.41313
H -5.18432 -2.75368 -2.15903
C 3.94431 1.41217 -0.84030
C 3.57420 -0.05056 -0.59741
N 3.84105 -0.49737 0.75664
C 5.06107 -1.25459 0.98099
C 6.25591 -0.40200 1.40906
C 3.01233 -0.17433 1.75689
C 3.27629 -0.73920 3.12913
N 1.97363 0.58428 1.55372
H 3.88073 1.63794 -1.90108
H 4.96034 1.61102 -0.51015
H 3.26812 2.07911 -0.30301
H 4.12559 -0.69471 -1.28351
H 2.49302 -0.18246 -0.80987
H 5.30803 -1.77004 0.05079
H 4.87097 -2.01355 1.73923
H 6.60747 0.22281 0.59526
H 7.07027 -1.05432 1.71224
H 6.00486 0.24100 2.24594
H 3.13051 -1.82092 3.10626
H 2.57675 -0.32193 3.84899
H 4.28286 -0.52950 3.48208
H 1.46161 0.78393 2.40748
*
```